Entry from OMol25: a structure of composition C2HBrFN in a non-equilibrium geometry (ωB97M-V with the def2-TZVPD basis set).

```
6
Properties=species:S:1:pos:R:3:forces:R:3:lowdin_charge:R:1
C 0.13241 0.89602 0.45584 1.13 2.79 0.00 -0.36
C 0.14641 -0.35059 -0.14289 1.96 -5.59 -1.41 -0.75
N 0.07712 2.00914 0.72277 0.04 0.18 0.46 0.21
F 0.29863 -0.35707 -1.54700 -0.10 0.64 1.54 -0.07
Br -1.59889 -0.96645 0.28540 -0.97 -0.90 0.02 0.80
H 0.94432 -1.23105 0.22590 -2.05 2.87 -0.61 0.18
```
Positions in Å, forces in eV/Å.

Its multiplicity is 1. The maximum force comes out at 0.118 hartree/bohr. The LUMO energy is 0.31 eV. As for the energy relative to the best compared isomer or geometry (same formula, charge and spin): 7.8 kcal/mol. The value obtained for the HOMO-LUMO gap is 0.423 Eh. Its HOMO energy is -11.210 eV. Its total charge is 0.

***

Entry from OMol25: a cluster of 2 separate species, C2HBrFO2 in total in a non-equilibrium geometry (ωB97M-V with the def2-TZVPD basis set).

```
7
Properties=species:S:1:pos:R:3:forces:R:3:lowdin_charge:R:1
C 1.34753 -0.60082 0.39811 -1.32 1.79 1.02 -0.63
C -0.61880 0.35971 -0.33286 0.12 -1.40 -2.13 -0.68
O 1.70763 0.19827 1.17397 0.66 1.55 0.95 0.05
O 1.45643 -1.64889 -0.07269 -0.11 -2.70 -1.97 0.10
F -1.53542 -0.64712 -0.87652 0.28 -0.22 0.72 -0.29
Br -1.65747 1.34759 0.94838 -0.44 0.51 0.83 0.45
H -0.69991 0.99128 -1.23839 0.80 0.47 0.59 -0.01
```
Positions in Å, forces in eV/Å.

Its multiplicity is 1. The maximum force comes out at 0.065 hartree/bohr. The LUMO energy is 3.71 eV. As for the energy relative to the best compared isomer or geometry (same formula, charge and spin): 26.7 kcal/mol. The value obtained for the HOMO-LUMO gap is 0.266 Eh. Its HOMO energy is -3.531 eV. Its total charge is -1.

***

Entry from OMol25: a structure of composition C2HBrI4S in a non-equilibrium geometry (ωB97M-V with the def2-TZVPD basis set).

```
9
Properties=species:S:1:pos:R:3:forces:R:3:lowdin_charge:R:1
C 0.65021 -0.50064 -0.21308 -0.17 -1.36 -1.18 -0.67
C 1.34359 0.50877 0.23057 1.08 0.94 0.81 -1.41
S -2.93398 1.05058 0.70855 0.69 -0.32 0.47 -0.30
Br -2.71547 -0.20400 2.52808 -0.07 0.31 -0.61 0.07
I -1.42659 -0.15451 -1.00679 0.93 -1.09 0.10 0.74
I 0.80673 2.49815 0.39365 -0.38 0.09 -0.03 0.82
I 3.34338 0.27126 0.95008 -0.56 -0.42 -0.38 0.77
I -0.16302 -1.96188 -3.01148 -0.16 0.19 -0.14 -0.01
H 1.09515 -1.50773 -0.57958 -1.35 1.65 0.96 0.01
```
Positions in Å, forces in eV/Å.

Its multiplicity is 1. The maximum force comes out at 0.046 hartree/bohr. The LUMO energy is -2.12 eV. As for the energy relative to the best compared isomer or geometry (same formula, charge and spin): 40.1 kcal/mol. The value obtained for the HOMO-LUMO gap is 0.240 Eh. Its HOMO energy is -8.639 eV. Its total charge is 0.

***

Entry from OMol25: a cluster of 2 separate species, C2HBrN2O2 in total in a non-equilibrium geometry (ωB97M-V with the def2-TZVPD basis set).

```
8
Properties=species:S:1:pos:R:3:forces:R:3:lowdin_charge:R:1
C 0.85900 -0.01862 1.03060 -2.40 -0.47 -3.52 -0.31
C 0.22657 -0.14793 -0.19514 1.36 0.09 -1.48 -0.64
N 1.52788 0.12312 1.91232 2.89 0.55 4.24 0.23
N -1.10328 -0.56684 -0.28317 -2.18 -0.36 0.75 -0.43
O -1.77552 -0.48787 0.76383 0.91 -0.07 -1.23 0.08
O -1.49301 -0.97090 -1.36273 -0.29 0.11 0.45 0.03
Br 1.21741 -0.26937 -1.78332 -0.16 0.14 0.84 0.88
H 0.54095 2.33841 -0.08238 -0.13 0.01 -0.05 0.16
```
Positions in Å, forces in eV/Å.

Its multiplicity is 1. The maximum force comes out at 0.100 hartree/bohr. The LUMO energy (spin up / spin down) is -3.47 / -1.18 eV. As for the energy relative to the best compared isomer or geometry (same formula, charge and spin): 163.0 kcal/mol. The value obtained for the HOMO-LUMO gap (spin up / spin down) is 0.292 / 0.344 Eh. Its HOMO energy (spin up / spin down) is -11.424 / -10.543 eV. Its total charge is 0.

***

Entry from OMol25: the ion C2HCl2FNO2 with charge -1 in a non-equilibrium geometry (ωB97M-V with the def2-TZVPD basis set).

```
9
Properties=species:S:1:pos:R:3:forces:R:3:lowdin_charge:R:1
C -0.76961 0.71869 -1.12068 0.70 -1.86 -0.31 -0.86
C 0.67120 -0.68952 0.68850 -2.77 3.71 -1.95 -1.29
N -0.73002 0.09553 0.25824 2.76 0.52 1.26 0.01
O -1.37372 1.77928 -1.14981 -0.65 1.17 0.36 -0.05
O -0.24613 0.03956 -2.00134 0.25 -0.07 -0.77 -0.10
F 1.76267 0.17874 0.69321 -0.74 -0.43 0.16 -0.12
Cl 1.04969 -1.94238 -0.42347 0.04 -0.73 -0.03 0.68
Cl 0.41330 -1.21906 2.30693 0.03 -0.45 0.94 0.62
H -0.77739 1.03916 0.74841 0.38 -1.86 0.34 0.10
```
Positions in Å, forces in eV/Å.

Its multiplicity is 1. The maximum force comes out at 0.098 hartree/bohr. The LUMO energy is 3.22 eV. As for the energy relative to the best compared isomer or geometry (same formula, charge and spin): 8.3 kcal/mol. Its structure (SMILES) is O=C([O-])NC(F)(Cl)Cl. The value obtained for the HOMO-LUMO gap is 0.286 Eh. Its HOMO energy is -4.571 eV. Its total charge is -1.

***

Entry from OMol25: the molecule C2HCl2N in a non-equilibrium geometry (ωB97M-V with the def2-TZVPD basis set).

```
6
Properties=species:S:1:pos:R:3:forces:R:3:lowdin_charge:R:1
C 0.03074 -0.45205 -0.01774 -1.50 -0.74 -0.49 -1.03
C -0.30925 0.88864 0.41637 0.09 3.93 0.34 -0.36
H -0.63086 -1.12933 0.63760 1.96 0.32 -0.89 0.11
N -0.36323 2.01841 0.74086 -0.21 -3.29 -0.78 0.17
Cl -0.53647 -0.83692 -1.74962 0.19 0.49 1.36 0.51
Cl 1.80907 -0.48875 -0.02746 -0.52 -0.71 0.47 0.61
```
Positions in Å, forces in eV/Å.

Its multiplicity is 1. The maximum force comes out at 0.077 hartree/bohr. The LUMO energy is 0.02 eV. As for the energy relative to the best compared isomer or geometry (same formula, charge and spin): 10.9 kcal/mol. Its structure (SMILES) is N#CC(Cl)Cl. The value obtained for the HOMO-LUMO gap is 0.430 Eh. Its HOMO energy is -11.671 eV. Its total charge is 0.

***

Entry from OMol25: the molecule C2HCl2N3 in a non-equilibrium geometry (ωB97M-V with the def2-TZVPD basis set).

```
8
Properties=species:S:1:pos:R:3:forces:R:3:lowdin_charge:R:1
C 0.89038 -0.33114 0.10288 -0.16 -1.55 3.86 -0.26
C -0.53680 0.14189 0.43267 1.31 -1.38 -1.65 -1.27
N 1.25887 0.07245 -1.00899 2.08 -0.89 -0.53 0.05
N -0.70448 0.94230 -0.73305 -2.12 1.35 -0.95 -0.05
N 0.27651 0.91440 -1.46764 -0.95 1.43 -1.12 0.01
Cl -1.21812 0.90596 1.77491 0.20 0.45 1.12 0.73
Cl -1.23672 -1.48776 0.17092 -0.88 -0.22 -0.10 0.67
H 1.27036 -1.15810 0.72831 0.51 0.81 -0.62 0.12
```
Positions in Å, forces in eV/Å.

Its multiplicity is 1. The maximum force comes out at 0.081 hartree/bohr. The LUMO energy is -1.14 eV. As for the energy relative to the best compared isomer or geometry (same formula, charge and spin): 9.9 kcal/mol. Its structure (SMILES) is ClC1(Cl)C=NN=N1. The value obtained for the HOMO-LUMO gap is 0.355 Eh. Its HOMO energy is -10.794 eV. Its total charge is 0.

***

Entry from OMol25: the molecule C2HCl2NO2 in a non-equilibrium geometry (ωB97M-V with the def2-TZVPD basis set).

```
8
Properties=species:S:1:pos:R:3:forces:R:3:lowdin_charge:R:1
C -1.23297 0.57682 -0.10331 1.33 0.32 2.41 -0.14
C 1.17223 -0.19834 0.06697 0.36 -0.06 -0.23 -1.12
N -0.08246 -0.51821 -0.02344 -0.42 0.96 -0.81 -0.30
O -0.55507 -1.67669 -0.11208 -0.16 -0.37 0.32 -0.08
O -1.24603 1.63340 0.41418 1.11 0.54 -0.34 0.11
Cl 1.65104 1.41544 -0.12278 0.25 0.37 0.13 0.72
Cl 2.44357 -1.35712 0.14947 -0.91 0.22 0.03 0.70
H -2.15029 0.12470 -0.26902 -1.54 -1.98 -1.51 0.12
```
Positions in Å, forces in eV/Å.

Its multiplicity is 1. The maximum force comes out at 0.057 hartree/bohr. The LUMO energy (spin up / spin down) is -0.69 / -0.69 eV. As for the energy relative to the best compared isomer or geometry (same formula, charge and spin): 3.3 kcal/mol. Its structure (SMILES) is O=C[N+]([O-])=C(Cl)Cl. The value obtained for the HOMO-LUMO gap (spin up / spin down) is 0.313 / 0.313 Eh. Its HOMO energy (spin up / spin down) is -9.201 / -9.199 eV. Its total charge is 0.

***

Entry from OMol25: the ion C2HCl2O2 with charge -1 in a non-equilibrium geometry (ωB97M-V with the def2-TZVPD basis set).

```
7
Properties=species:S:1:pos:R:3:forces:R:3:lowdin_charge:R:1
C -1.08337 0.50465 0.05733 2.84 -1.89 0.68 -0.78
C 0.56647 -0.34389 0.04872 -2.08 -1.31 -1.70 -1.10
O -1.78898 -0.32393 -0.44886 -1.84 -0.48 -0.77 -0.03
O -1.04554 1.60340 0.50677 -0.53 1.90 0.59 0.00
Cl 1.55960 -0.84425 1.46129 -0.45 -0.13 -0.03 0.40
Cl 1.57636 0.63907 -0.98674 0.81 0.65 -0.67 0.45
H 0.21546 -1.23505 -0.63850 1.25 1.25 1.89 0.06
```
Positions in Å, forces in eV/Å.

Its multiplicity is 1. The maximum force comes out at 0.068 hartree/bohr. The LUMO energy is 3.66 eV. As for the energy relative to the best compared isomer or geometry (same formula, charge and spin): 5.7 kcal/mol. Its structure (SMILES) is O=C([O-])C(Cl)Cl. The value obtained for the HOMO-LUMO gap is 0.280 Eh. Its HOMO energy is -3.959 eV. Its total charge is -1.

***

Entry from OMol25: a cluster of 2 separate species, C2HCl3OS in total in a non-equilibrium geometry (ωB97M-V with the def2-TZVPD basis set).

```
8
Properties=species:S:1:pos:R:3:forces:R:3:lowdin_charge:R:1
C -1.13832 -0.56674 -0.17517 -3.16 1.30 2.67 -0.85
C 1.16245 0.68834 0.07714 0.66 0.66 1.87 -1.78
O -1.40108 -0.04064 0.89417 0.84 -0.98 -1.92 -0.08
S 1.43647 0.11113 -1.34266 0.61 -0.63 -1.80 0.70
Cl 1.38924 -0.17666 1.56798 0.35 0.23 -0.20 0.62
Cl 0.70099 2.30622 0.36104 -0.23 0.45 0.21 0.63
Cl -0.56003 -2.15348 -0.30700 0.36 -1.18 -0.11 0.68
H -1.58972 -0.16816 -1.07549 0.57 0.14 -0.71 0.09
```
Positions in Å, forces in eV/Å.

Its multiplicity is 1. The maximum force comes out at 0.084 hartree/bohr. The LUMO energy is -0.99 eV. As for the energy relative to the best compared isomer or geometry (same formula, charge and spin): 15.5 kcal/mol. Its structure (SMILES) is S=C(Cl)Cl.O=CCl. The value obtained for the HOMO-LUMO gap is 0.322 Eh. Its HOMO energy is -9.746 eV. Its total charge is 0.